# 1
Molecular formula: C9H19BBrI2NO2P
Method: DFT, ωB97M-V/def2-TZVPD

Positions of all 36 atoms, in Å:
C 4.457 -1.662 1.433
C 5.052 -0.360 0.842
C 4.074 0.369 -0.122
Br 5.161 1.764 -1.027
B 2.742 0.925 0.642
P 3.038 2.645 1.519
O 4.429 2.832 2.079
C 1.377 0.930 -0.263
I 1.676 1.174 -2.401
C 0.143 0.802 0.179
C -1.118 0.764 -0.657
I -0.237 0.611 2.290
H 3.928 -1.392 2.360
H 5.272 -2.340 1.723
H 3.733 -2.162 0.777
H 5.934 -0.661 0.246
H 5.423 0.335 1.605
H 3.783 -0.402 -0.856
H 2.542 0.165 1.557
H 2.154 2.634 2.646
H 2.576 3.737 0.724
H -1.859 1.513 -0.350
H -1.606 -0.207 -0.449
H -0.947 0.794 -1.736
C -6.004 0.111 -1.543
C -4.807 -0.104 -0.648
O -4.252 0.815 -0.072
N -4.353 -1.379 -0.498
C -4.874 -2.592 -1.097
H -6.246 1.170 -1.564
H -5.780 -0.213 -2.561
H -6.868 -0.435 -1.161
H -3.552 -1.451 0.112
H -5.170 -3.281 -0.303
H -4.089 -3.059 -1.694
H -5.732 -2.390 -1.730

* E: -4095.2535 Eh
* HOMO energy: -4.75 eV
* net charge: -1
* gap between HOMO and LUMO: 6.956 eV
* LUMO: 2.20 eV

Partial charges, natural (NBO), in e: C -0.614; C -0.427; C -0.374; Br -0.084; B -0.394; P 1.333; O -1.153; C -0.248; I 0.048; C -0.193; C -0.671; I 0.076; H 0.212; H 0.194; H 0.200; H 0.181; H 0.233; H 0.205; H 0.030; H -0.107; H -0.113; H 0.242; H 0.195; H 0.229; C -0.720; C 0.674; O -0.616; N -0.622; C -0.409; H 0.243; H 0.223; H 0.219; H 0.410; H 0.193; H 0.199; H 0.206


# 2
Molecular formula: C3H8NS2
Method: DFT, ωB97M-V/def2-TZVPD

Positions of all 14 atoms, in Å:
C 0.123 -0.888 -1.192
C -0.052 1.657 -0.964
C 0.617 0.425 -1.547
N 1.295 -0.493 -0.656
S -0.758 -0.984 3.271
S -0.936 -2.187 -1.345
H -0.709 2.194 -1.708
H -0.365 1.434 -0.049
H 0.652 2.388 -0.901
H 1.014 0.540 -2.590
H -0.574 -0.860 4.572
H -1.440 0.041 3.027
H 1.397 -0.394 0.366
H -0.264 -2.873 -0.285

* E: -969.8618 Eh
* HOMO energy: -13.03 eV
* net charge: +1
* gap between HOMO and LUMO: 7.503 eV
* LUMO: -5.53 eV

Partial charges, natural (NBO), in e: C 0.176; C -0.632; C -0.050; N -0.487; S -0.302; S 0.371; H 0.263; H 0.213; H 0.248; H 0.248; H 0.177; H 0.129; H 0.447; H 0.200


# 3
Molecular formula: C5H7FN2
Method: DFT, ωB97M-V/def2-TZVPD

Positions of all 15 atoms, in Å:
H 3.648 0.833 -1.443
N 2.709 1.009 -1.068
C 2.142 -0.091 -0.768
N 0.844 -0.144 -0.270
C 0.124 0.975 0.051
C -1.112 0.991 0.598
C -1.907 -0.209 0.897
C -1.990 -1.363 0.228
F -2.641 -0.060 2.012
H 2.599 -1.092 -0.869
H 0.525 -1.049 0.002
H 0.632 1.896 -0.139
H -1.514 1.920 0.862
H -2.586 -2.163 0.619
H -1.473 -1.454 -0.712

* E: -404.0591 Eh
* SMILES string: [H]/N=C/N/C=C\C(=C)F
* HOMO energy: -8.40 eV
* gap between HOMO and LUMO: 9.144 eV
* LUMO: 0.74 eV

Partial charges, natural (NBO), in e: H 0.351; N -0.702; C 0.283; N -0.611; C 0.057; C -0.369; C 0.403; C -0.537; F -0.334; H 0.159; H 0.408; H 0.235; H 0.227; H 0.223; H 0.208


# 4
Molecular formula: C36H30BN13NaSTe
Method: DFT, ωB97M-V/def2-TZVPD

Positions of all 83 atoms, in Å:
Na -0.073 1.343 -0.673
C -2.065 0.860 -4.633
C -1.868 1.471 -3.382
N -0.930 0.848 -2.685
N -0.495 -0.174 -3.469
C -1.175 -0.189 -4.636
B 0.447 -1.295 -2.908
N -0.339 -2.107 -1.865
C -0.844 -3.363 -1.864
C -1.639 -3.492 -0.750
C -1.560 -2.235 -0.122
N -0.780 -1.404 -0.787
N 1.763 -0.727 -2.275
C 3.014 -1.214 -2.434
C 3.867 -0.489 -1.633
C 3.029 0.446 -0.999
N 1.769 0.291 -1.382
N 0.922 -2.117 -4.144
C 1.564 -1.554 -5.192
C 1.912 -2.549 -6.072
C 1.434 -3.722 -5.454
N 0.845 -3.461 -4.298
H -2.765 1.128 -5.406
H -2.376 2.319 -2.945
H -0.995 -0.950 -5.376
H -0.597 -4.051 -2.652
H -2.188 -4.363 -0.432
H -2.045 -1.892 0.778
H 3.208 -2.045 -3.091
H 4.930 -0.619 -1.519
H 3.271 1.204 -0.266
H 1.727 -0.489 -5.223
H 2.431 -2.445 -7.011
H 1.492 -4.744 -5.798
C 1.085 -4.163 2.376
C 1.546 -3.314 1.369
C 1.415 -1.944 1.498
C 0.812 -1.394 2.632
C 0.380 -2.238 3.644
C 0.507 -3.620 3.513
N 0.656 0.015 2.770
C 1.846 0.761 2.734
C 3.030 0.254 3.278
C 4.185 1.027 3.347
C 4.182 2.338 2.886
C 3.026 2.855 2.310
C 1.883 2.070 2.182
N 0.772 2.459 1.440
N 0.572 3.763 1.373
C 0.001 4.200 0.203
C -0.696 5.430 0.230
C -1.131 5.988 -0.938
C -0.853 5.349 -2.156
C -0.195 4.141 -2.097
N 0.212 3.548 -0.963
H 1.169 -5.237 2.265
H 1.982 -3.722 0.465
H 1.750 -1.280 0.709
H -0.065 -1.797 4.527
H 0.148 -4.267 4.306
H 3.035 -0.755 3.672
H 5.084 0.596 3.774
H 5.077 2.946 2.952
H 2.988 3.853 1.894
H -0.904 5.877 1.193
H -1.701 6.909 -0.913
H -1.167 5.759 -3.106
H 0.017 3.591 -3.008
S -3.714 2.022 0.518
C -4.142 3.627 0.840
N -4.448 4.730 1.053
Te -1.181 0.901 2.065
C -2.602 -0.210 3.284
C -3.481 0.601 4.006
C -4.516 0.046 4.749
C -4.686 -1.332 4.800
C -3.821 -2.149 4.086
C -2.797 -1.588 3.326
H -3.364 1.677 3.976
H -5.195 0.698 5.287
H -5.493 -1.765 5.380
H -3.945 -3.226 4.106
H -2.153 -2.252 2.763

* E: -2955.2225 Eh
* 2S+1: 2
* HOMO energy (alpha / beta): -0.81 / -1.91 eV
* net charge: -2
* gap between HOMO and LUMO (alpha / beta): 4.470 / 5.564 eV
* LUMO (alpha / beta): 3.66 / 3.66 eV

Partial charges, Mulliken, in e: Na 1.814; C -1.248; C -0.373; N -0.646; N 0.591; C -0.290; B 0.070; N 0.587; C -0.088; C -1.532; C -0.593; N 0.082; N 0.774; C -0.260; C -1.260; C -0.462; N -0.287; N 0.945; C -0.497; C -1.030; C -0.387; N -1.096; H 0.402; H 0.524; H 0.378; H 0.495; H 0.382; H 0.534; H 0.364; H 0.417; H 0.375; H 0.527; H 0.415; H 0.437; C -0.647; C -0.411; C 0.649; C -0.393; C -0.391; C -0.609; N -0.317; C 0.517; C -0.503; C -0.745; C -0.632; C -0.409; C -0.346; N 1.305; N -1.432; C 0.375; C -0.579; C -0.100; C -0.899; C -0.370; N -0.283; H 0.359; H 0.385; H 0.132; H 0.511; H 0.366; H 0.365; H 0.368; H 0.349; H 0.462; H 0.357; H 0.343; H 0.386; H 0.495; S -0.340; C 0.317; N -0.754; Te 0.212; C 0.026; C -0.394; C -0.622; C -0.425; C -0.824; C 0.367; H 0.348; H 0.358; H 0.339; H 0.367; H 0.304


# 5
Molecular formula: C3H3OP
Method: DFT, ωB97M-V/def2-TZVPD

Positions of all 8 atoms, in Å:
C -0.671 -0.066 0.118
C 0.546 0.055 0.147
C -2.009 -0.177 0.330
O -2.840 0.343 -0.364
P 2.232 0.571 0.057
H -2.149 -0.996 1.079
H 1.949 0.995 -1.262
H 2.942 -0.725 -0.104

* E: -532.4533 Eh
* 2S+1: 3
* HOMO energy (alpha / beta): -6.44 / -9.62 eV
* gap between HOMO and LUMO (alpha / beta): 6.899 / 5.877 eV
* LUMO (alpha / beta): 0.46 / -3.74 eV

Partial charges, natural (NBO), in e: C 0.135; C -0.347; C 0.062; O -0.440; P 0.414; H 0.127; H 0.032; H 0.016


# 6
Molecular formula: C32H49BrClFeO2P
Method: DFT, ωB97M-V/def2-TZVPD

Positions of all 87 atoms, in Å:
Fe -1.259 0.087 1.013
Cl -3.422 -0.205 1.214
P -0.561 0.268 -1.043
C -0.877 1.183 2.447
H 0.052 1.735 2.609
H -1.786 1.678 2.847
C 0.947 -0.656 -1.721
C -0.445 2.081 -1.402
C 2.255 0.003 -1.364
H 0.886 -1.621 -1.196
C 3.452 -0.857 -1.741
H 2.342 0.981 -1.859
H 2.314 0.194 -0.252
C 3.391 -1.299 -3.209
H 4.373 -0.288 -1.557
H 3.468 -1.734 -1.077
C 2.023 -1.824 -3.679
H 3.678 -0.450 -3.847
H 4.138 -2.077 -3.380
C 0.888 -0.910 -3.232
H 2.007 -1.924 -4.774
H 1.858 -2.816 -3.236
H 0.960 0.058 -3.754
H -0.078 -1.343 -3.503
C -2.098 -0.434 -1.836
C 0.092 2.401 -2.810
H -1.502 2.405 -1.331
C -0.053 3.898 -3.072
H 1.150 2.103 -2.878
H -0.461 1.834 -3.574
C 0.646 4.749 -1.995
H 0.363 4.123 -4.060
H -1.123 4.144 -3.087
C 0.294 4.348 -0.553
H 1.738 4.668 -2.126
H 0.384 5.807 -2.141
C 0.354 2.833 -0.321
H 0.969 4.837 0.160
H -0.728 4.677 -0.320
H 1.395 2.477 -0.312
H -0.038 2.616 0.690
C -2.105 -1.950 -1.789
H -2.880 -0.068 -1.156
C -3.474 -2.488 -2.225
H -1.344 -2.367 -2.461
H -1.884 -2.334 -0.787
C -3.935 -1.917 -3.578
H -3.438 -3.581 -2.294
H -4.219 -2.235 -1.457
C -3.812 -0.395 -3.682
H -3.346 -2.372 -4.383
H -4.987 -2.176 -3.745
C -2.442 0.132 -3.205
H -3.963 -0.049 -4.713
H -4.593 0.072 -3.066
H -1.667 -0.151 -3.941
H -2.476 1.234 -3.148
C -0.272 -1.427 1.802
C -0.651 -0.346 2.860
H 0.436 -1.395 0.891
C -1.735 -0.788 3.887
H 0.334 -0.396 3.348
C -1.663 -2.252 4.251
H -1.664 -0.184 4.803
H -2.730 -0.546 3.444
C -1.671 -3.071 2.948
H -0.746 -2.434 4.813
H -2.557 -2.466 4.862
C -0.318 -2.859 2.271
H -1.883 -4.117 3.148
H -2.485 -2.655 2.323
H 0.466 -3.121 2.983
H -0.214 -3.510 1.398
Br 2.868 2.941 2.897
C 2.679 1.477 4.057
C 2.405 1.659 5.412
C 2.250 0.564 6.277
C 2.431 -0.711 5.771
C 2.692 -0.913 4.420
C 2.720 0.165 3.522
C 2.815 -0.114 2.023
O 3.298 -1.205 1.654
O 2.329 0.754 1.226
H 2.252 2.667 5.784
H 1.994 0.690 7.338
H 2.359 -1.574 6.443
H 2.838 -1.938 4.032

* E: -6038.4670 Eh
* 2S+1: 6
* HOMO energy (alpha / beta): -3.19 / -4.86 eV
* net charge: -1
* gap between HOMO and LUMO (alpha / beta): 5.777 / 7.449 eV
* LUMO (alpha / beta): 2.59 / 2.58 eV

Partial charges, Mulliken, in e: Fe -1.653; Cl -0.583; P 1.105; C -1.064; H 0.223; H 0.186; C 0.775; C -0.193; C 0.546; H 1.039; C -0.529; H 0.205; H -1.592; C -0.872; H 0.397; H 0.353; C -0.915; H 0.288; H 0.458; C -0.526; H 0.389; H 0.387; H 0.136; H 0.160; C -0.083; C -0.792; H 0.982; C -0.951; H 0.200; H 0.144; C -0.766; H 0.393; H 0.366; C -0.958; H 0.307; H 0.447; C 0.728; H 0.396; H 0.393; H 0.009; H -0.862; C -0.329; H 0.477; C -0.958; H 0.230; H -0.344; C -0.699; H 0.426; H 0.339; C -1.010; H 0.283; H 0.371; C -0.547; H 0.413; H 0.386; H 0.173; H 0.307; C 0.307; C 3.043; H 0.680; C -0.760; H -1.213; C -0.887; H 0.290; H 0.300; C -0.529; H 0.333; H 0.455; C -1.658; H 0.522; H 0.159; H 0.352; H 0.352; Br -0.106; C 0.362; C -0.422; C -0.565; C -0.450; C -0.447; C 0.120; C 0.531; O -0.797; O -0.637; H 0.382; H 0.346; H 0.354; H 0.393


Results for ΔE to the lowest compared entry with this formula, charge and spin: 0.503; 3.006; 1.300; 0.214; 2.116; 0.171 (in eV, following the order of the records).